The following is a quantum chemistry calculation of a structure of composition C44H45N6SSb2Sc, from OMol25.

## Properties
LUMO: -6.3 eV
frontier orbital gap: 6.0 eV
E_HOMO: -12.35 eV
energy relative to the best compared isomer or geometry (same formula, charge and spin): 179.9 kJ/mol
F_max: 0.78 eV Å⁻¹
charge: +2

XYZ file:
```
99
C44H45N6SSb2Sc ωB97M-V/def2-TZVPD
Sc -1.621 1.815 -1.223
C 1.239 2.672 3.602
C -0.229 2.897 3.927
N -1.111 2.092 3.078
C -1.373 2.377 1.817
S -2.399 1.196 0.960
N -0.897 3.492 1.289
N -1.177 3.614 -0.039
C -0.937 4.744 -0.616
C -0.430 5.916 0.148
C -1.298 4.780 -2.047
C -1.251 5.934 -2.807
C -1.689 5.905 -4.124
C -2.173 4.722 -4.649
C -2.184 3.604 -3.835
N -1.752 3.615 -2.570
H 1.860 3.267 4.271
H 1.503 1.624 3.733
H 1.462 2.970 2.576
H -0.444 2.604 4.954
H -0.505 3.943 3.808
H -1.450 1.211 3.441
H 0.447 5.622 0.726
H -0.177 6.761 -0.483
H -1.183 6.223 0.877
H -0.891 6.856 -2.378
H -1.662 6.805 -4.725
H -2.539 4.657 -5.663
H -2.561 2.659 -4.205
C -0.483 -2.950 1.414
C -0.324 -3.590 0.031
C -0.834 -2.718 -1.136
Sb 0.423 -2.378 -2.885
C 2.158 -3.472 -2.344
C 2.955 -3.107 -1.259
C 4.042 -3.888 -0.896
C 4.344 -5.035 -1.619
C 3.561 -5.401 -2.702
C 2.468 -4.623 -3.063
C 1.216 -0.449 -2.280
C 2.487 -0.036 -2.666
C 3.007 1.183 -2.234
C 2.293 1.989 -1.361
C 1.033 1.584 -0.930
C 0.497 0.406 -1.438
Sb 0.724 -1.183 1.743
C 2.571 -2.114 2.260
C 2.642 -3.302 2.987
C 3.873 -3.849 3.324
C 5.047 -3.208 2.950
C 4.989 -2.022 2.233
C 3.756 -1.484 1.886
C 0.048 -0.836 3.739
C -1.325 -0.779 3.988
C -1.804 -0.457 5.254
C -0.911 -0.190 6.284
C 0.454 -0.253 6.047
C 0.931 -0.572 4.781
H -0.220 -3.661 2.197
H -1.522 -2.663 1.588
H -0.884 -4.527 0.015
H 0.723 -3.877 -0.111
H -1.157 -1.740 -0.763
H -1.735 -3.164 -1.564
H 2.733 -2.217 -0.681
H 4.644 -3.604 -0.044
H 5.192 -5.644 -1.336
H 3.797 -6.292 -3.267
H 1.864 -4.922 -3.912
H 3.101 -0.681 -3.284
H 3.999 1.480 -2.549
H 2.732 2.900 -0.974
H 0.574 2.130 -0.108
H -0.472 -0.011 -1.116
H 1.738 -3.806 3.307
H 3.916 -4.771 3.889
H 6.004 -3.631 3.223
H 5.902 -1.516 1.945
H 3.723 -0.556 1.322
H -2.035 -0.989 3.198
H -2.870 -0.427 5.437
H -1.280 0.052 7.272
H 1.153 -0.062 6.852
H 2.002 -0.631 4.617
N -2.943 -0.754 -4.495
C -2.076 0.032 -3.856
N -2.566 0.506 -2.721
C -3.868 -0.025 -2.623
C -4.848 0.133 -1.643
C -6.037 -0.538 -1.831
C -6.260 -1.349 -2.957
C -5.300 -1.510 -3.933
C -4.104 -0.829 -3.736
H -2.746 -1.248 -5.352
H -1.093 0.253 -4.242
H -4.694 0.749 -0.765
H -6.821 -0.441 -1.093
H -7.209 -1.856 -3.059
H -5.471 -2.132 -4.801
```